(1)
{"formula": "C35H30BGeN5O2Pd", "method": "ωB97M-V/def2-TZVPD", "e_homo_ev": [0.8, 0.8], "total_charge": -2, "lumo_energy_ha": [0.16205, 0.16204], "symbols": ["Pd", "Ge", "O", "O", "N", "N", "N", "N", "N", "C", "C", "C", "C", "C", "C", "C", "C", "C", "C", "C", "C", "C", "C", "C", "C", "C", "C", "C", "C", "C", "C", "C", "C", "C", "C", "C", "C", "C", "C", "C", "C", "C", "C", "C", "B", "H", "H", "H", "H", "H", "H", "H", "H", "H", "H", "H", "H", "H", "H", "H", "H", "H", "H", "H", "H", "H", "H", "H", "H", "H", "H", "H", "H", "H", "H"], "xyz": [[0.21, 0.40, -0.22], [-1.04, 2.48, 1.61], [0.42, 0.35, 1.78], [1.90, 0.08, 3.40], [-0.68, -0.50, -2.96], [-1.40, -2.17, -1.12], [2.37, 0.01, -0.14], [-0.41, -2.02, -0.24], [-0.09, 0.40, -2.18], [3.08, -0.44, -2.38], [-2.11, 0.65, 3.64], [-1.43, 1.85, 3.47], [1.63, 0.19, 2.20], [-2.04, 4.28, 1.63], [0.00, 1.14, -4.28], [4.75, 0.02, -0.69], [3.38, -0.13, -1.04], [2.63, 3.63, -0.12], [-1.36, 5.49, 1.51], [4.03, 0.27, 1.59], [-3.42, 6.73, 1.58], [-0.81, -2.54, 0.91], [-0.64, -0.08, -4.23], [4.07, -0.54, -3.34], [-1.96, 0.86, 6.02], [3.12, 3.36, 2.20], [-1.50, 1.37, 0.11], [-4.11, 5.54, 1.71], [0.86, 3.08, 1.43], [1.79, 3.08, 2.46], [-2.03, 6.71, 1.49], [-1.03, 2.55, 4.59], [5.40, -0.36, -3.00], [3.55, 3.64, 0.92], [-2.43, -2.81, -0.54], [-1.27, 2.05, 5.86], [-3.42, 4.34, 1.74], [1.30, 3.35, 0.14], [0.33, 1.40, -2.95], [-2.10, -3.07, 0.77], [5.74, -0.09, -1.68], [2.71, 0.15, 1.18], [5.06, 0.27, 0.67], [-2.39, 0.17, 4.90], [-1.19, -1.95, -2.62], [-2.94, -0.76, 5.02], [-0.53, 3.51, 4.48], [6.09, 0.42, 0.98], [0.86, 2.23, -2.54], [-0.17, -2.52, 1.77], [2.96, 3.85, -1.13], [1.48, 2.82, 3.47], [6.78, 0.00, -1.39], [2.05, -0.63, -2.64], [-2.13, 0.46, 7.02], [-2.68, -3.57, 1.52], [4.60, 3.83, 0.72], [3.84, 3.34, 3.02], [4.21, 0.38, 2.65], [-0.36, -2.72, -3.01], [-0.28, 5.49, 1.43], [-3.97, 3.41, 1.84], [-0.93, 2.60, 6.73], [-1.07, -0.67, -5.02], [3.80, -0.77, -4.36], [-5.19, 5.55, 1.78], [-3.33, -3.06, -1.08], [0.57, 3.36, -0.66], [-3.95, 7.68, 1.55], [-2.22, 1.74, -0.63], [-2.24, -2.10, -3.20], [-1.48, 7.64, 1.39], [0.21, 1.74, -5.14], [-2.40, 0.09, 2.76], [6.18, -0.44, -3.75]]}

---

(2)
{"formula": "C2H4N2OS2", "method": "ωB97M-V/def2-TZVPD", "e_above_lowest_kcal_mol": 57.3, "e_homo_ev": -8.9, "smiles": "N/C(=N\\S)C(=O)S", "total_charge": 0, "lumo_energy_ha": 0.00061, "symbols": ["S", "S", "O", "N", "N", "C", "C", "H", "H", "H", "H"], "xyz": [[0.79, -1.20, -2.37], [1.06, 1.09, 1.62], [-1.45, 0.33, 2.04], [0.53, -0.28, -0.83], [-1.92, -0.07, -0.59], [-0.54, 0.37, 1.25], [-0.57, 0.02, -0.27], [-2.27, -0.37, -1.66], [-2.49, -0.54, 0.26], [1.06, 0.98, 3.17], [2.13, -0.77, -2.14]]}

---

(3)
{"formula": "C19H31BF12INO10PS", "method": "ωB97M-V/def2-TZVPD", "e_homo_ev": -13.2, "total_charge": 1, "lumo_energy_ha": -0.20592, "symbols": ["I", "S", "P", "F", "F", "F", "F", "F", "F", "F", "F", "F", "F", "F", "F", "O", "O", "O", "O", "O", "O", "O", "O", "O", "O", "N", "C", "C", "C", "C", "C", "C", "C", "C", "C", "C", "C", "C", "C", "C", "C", "C", "C", "C", "C", "B", "H", "H", "H", "H", "H", "H", "H", "H", "H", "H", "H", "H", "H", "H", "H", "H", "H", "H", "H", "H", "H", "H", "H", "H", "H", "H", "H", "H", "H", "H", "H"], "xyz": [[2.61, 0.87, -4.17], [0.88, 1.08, -1.36], [2.96, 0.83, -0.81], [-4.97, -4.21, 0.47], [11.11, 2.17, -2.32], [-1.80, 1.18, 7.78], [-6.63, -2.83, 0.57], [10.61, 1.69, -4.35], [10.52, 3.73, -3.68], [-6.34, -4.28, 2.12], [-2.63, -2.85, -4.97], [-2.60, -4.90, -5.63], [-2.05, -4.42, -3.62], [0.27, 0.86, 8.26], [-0.60, 2.80, 8.51], [-0.24, 3.19, 5.83], [-4.54, -3.73, -2.96], [-5.22, -4.77, -4.83], [2.94, 0.88, 0.72], [8.60, 2.81, -1.72], [-0.44, 2.42, 0.80], [-3.64, -2.54, 2.20], [-5.59, -1.53, 2.64], [0.11, 0.99, 5.61], [7.98, 1.78, -3.60], [0.90, 3.96, -0.65], [1.88, 1.63, 4.07], [-0.58, 1.73, 7.72], [6.96, 1.38, -0.64], [-4.32, 0.54, 2.58], [7.24, 2.74, -1.25], [0.44, 1.19, 4.23], [-4.36, -4.27, -4.17], [-4.90, -0.55, 3.44], [-5.69, -3.45, 1.30], [-5.88, -3.78, -2.45], [-0.41, 0.57, -3.87], [-2.91, -4.12, -4.60], [-0.98, -0.58, -2.94], [-0.21, 2.09, 6.29], [-6.17, -5.12, -1.81], [8.81, 2.29, -2.92], [-4.83, -2.46, 2.08], [0.72, 1.43, -3.18], [10.28, 2.47, -3.32], [0.39, 2.60, -0.32], [0.03, 1.84, 1.43], [-6.13, -5.92, -2.56], [7.04, 0.59, -1.39], [2.15, 1.70, 3.02], [0.60, 2.52, -3.37], [-6.60, -3.54, -3.23], [6.55, 2.98, -2.06], [-0.04, 0.06, -4.79], [0.29, 0.23, 3.73], [-4.14, -1.03, 4.06], [-7.16, -5.13, -1.35], [2.05, 2.60, 4.54], [-5.95, -2.99, -1.70], [3.43, -0.48, -1.14], [7.68, 1.16, 0.15], [-5.43, -5.36, -1.06], [-0.25, 1.90, 3.77], [-5.09, 0.99, 1.95], [-3.55, 0.15, 1.91], [-0.19, -1.28, -2.59], [1.57, 4.17, 0.10], [-1.72, -1.15, -3.56], [-1.26, 1.23, -4.15], [2.55, 0.91, 4.55], [-5.65, -0.13, 4.12], [-1.54, -0.13, -2.08], [-3.87, 1.32, 3.19], [0.10, 4.57, -0.46], [3.78, 1.83, -1.40], [7.13, 3.52, -0.50], [5.95, 1.36, -0.22]]}

---

(4)
{"formula": "C19H40BeCl4F2NO13PS", "method": "ωB97M-V/def2-TZVPD", "e_homo_ev": -7.6, "total_charge": 0, "lumo_energy_ha": -0.21725, "symbols": ["Cl", "Cl", "Cl", "Cl", "S", "P", "F", "F", "O", "O", "O", "O", "O", "O", "O", "O", "O", "O", "O", "O", "O", "N", "C", "C", "C", "C", "C", "C", "C", "C", "C", "C", "C", "C", "C", "C", "C", "C", "C", "C", "C", "Be", "H", "H", "H", "H", "H", "H", "H", "H", "H", "H", "H", "H", "H", "H", "H", "H", "H", "H", "H", "H", "H", "H", "H", "H", "H", "H", "H", "H", "H", "H", "H", "H", "H", "H", "H", "H", "H", "H", "H", "H"], "xyz": [[-4.63, -1.09, -4.12], [-2.38, -3.51, -3.13], [2.07, -6.31, -0.69], [3.24, -0.54, 3.40], [0.21, -0.64, -0.64], [-0.64, -3.46, 0.14], [-3.25, -1.89, -1.31], [-3.84, 1.90, 6.35], [-1.12, 3.95, 6.85], [4.17, 0.13, 6.50], [-0.34, -2.97, 1.49], [-2.13, -3.85, -0.06], [2.81, 0.45, -4.21], [3.81, 2.47, -4.26], [-0.37, 4.15, 4.75], [-0.55, -0.25, 0.69], [-2.10, 2.79, 5.22], [2.01, 2.10, -5.51], [0.26, -4.72, -0.22], [0.00, 0.84, 5.46], [4.02, 2.17, -1.14], [-6.52, -3.90, -0.81], [-2.25, 3.29, 7.44], [-1.51, 0.86, 0.54], [-6.49, -3.97, 1.79], [-1.13, 3.67, 5.54], [2.26, -1.60, 1.05], [1.92, 4.09, -6.94], [3.70, 3.58, -5.16], [-0.37, -2.23, -1.18], [-2.94, 0.44, 0.36], [5.19, 1.51, -1.66], [2.87, 1.56, -4.62], [2.24, 3.52, -5.56], [1.94, -0.83, -0.23], [6.43, 1.96, -0.91], [-4.17, -3.63, -3.14], [1.84, -0.88, 2.34], [-2.52, 2.19, 6.44], [-4.78, -2.86, -4.28], [-6.51, -3.93, 0.34], [0.17, 2.25, 2.58], [-1.95, 1.28, 6.60], [2.41, 0.15, -0.22], [3.27, 0.25, 6.80], [0.26, -2.56, -2.01], [5.03, 0.44, -1.54], [-4.53, -3.30, -2.18], [-3.18, 0.47, -0.70], [1.46, 3.33, -7.57], [-1.36, -2.02, -1.62], [2.80, 4.47, -7.44], [6.33, 1.75, 0.16], [2.40, -1.36, -1.06], [-3.09, 3.99, 7.51], [0.80, 1.25, 5.09], [1.22, 4.92, -6.85], [5.28, 1.73, -2.72], [-6.93, -3.06, 2.21], [-2.02, 2.92, 8.43], [-4.41, -4.69, -3.26], [1.61, 3.98, -4.80], [0.27, -4.85, -1.18], [1.38, 0.07, 2.13], [3.35, -1.66, 1.08], [-5.48, -4.06, 2.17], [6.57, 3.04, -1.01], [-2.60, -3.81, 0.79], [-3.14, -0.57, 0.69], [3.97, 4.51, -4.66], [-1.18, 1.46, -0.31], [-3.60, 1.16, 0.84], [-4.33, -3.13, -5.24], [4.15, 3.11, -1.26], [-7.06, -4.82, 2.16], [-5.85, -3.08, -4.32], [4.38, 3.41, -6.00], [4.09, -0.32, 5.66], [1.93, -2.62, 1.04], [7.32, 1.46, -1.29], [1.16, -1.51, 2.89], [-1.35, 1.46, 1.46]]}

---

(5)
{"formula": "C3H2N2O", "method": "ωB97M-V/def2-TZVPD", "e_above_lowest_kcal_mol": 7.5, "e_homo_ev": -12.5, "smiles": "N#CC(O)C#N", "total_charge": 0, "lumo_energy_ha": 0.01005, "symbols": ["O", "N", "N", "C", "C", "C", "H", "H"], "xyz": [[-0.50, -0.31, 1.30], [-1.71, -0.23, -1.75], [2.57, -0.14, -0.07], [-0.01, 0.34, 0.16], [1.43, 0.04, -0.05], [-0.88, 0.05, -0.99], [-0.07, 1.42, 0.35], [-0.82, -1.18, 1.04]]}

---

(6)
{"formula": "C5H9N", "method": "ωB97M-V/def2-TZVPD", "e_above_lowest_kcal_mol": 4.1, "e_homo_ev": -11.4, "smiles": "CC[C@@H](C)C#N", "total_charge": 0, "lumo_energy_ha": 0.03428, "symbols": ["N", "C", "C", "C", "C", "C", "H", "H", "H", "H", "H", "H", "H", "H", "H"], "xyz": [[1.72, -1.89, 0.97], [-0.74, 0.39, 1.74], [0.32, 0.30, 0.64], [-0.35, 0.38, -0.76], [1.11, -0.92, 0.82], [0.33, -0.37, -1.91], [-1.42, -0.46, 1.67], [1.03, 1.14, 0.75], [-0.44, 1.44, -1.01], [-1.33, 1.31, 1.62], [-0.41, -0.56, -2.70], [-1.37, 0.00, -0.65], [-0.30, 0.40, 2.74], [0.72, -1.34, -1.58], [1.15, 0.19, -2.35]]}

---

(7)
{"formula": "C24H17BeClF3N6O4Sb", "method": "ωB97M-V/def2-TZVPD", "e_homo_ev": -9.2, "total_charge": 0, "lumo_energy_ha": -0.03632, "symbols": ["Sb", "Cl", "F", "F", "F", "O", "O", "O", "O", "N", "N", "N", "N", "N", "N", "C", "C", "C", "C", "C", "C", "C", "C", "C", "C", "C", "C", "C", "C", "C", "C", "C", "C", "C", "C", "C", "C", "C", "C", "Be", "H", "H", "H", "H", "H", "H", "H", "H", "H", "H", "H", "H", "H", "H", "H", "H", "H"], "xyz": [[0.22, -0.38, 0.28], [3.36, -1.42, 0.79], [-4.23, 4.02, 0.72], [-2.65, -4.92, -2.88], [-2.01, -2.36, 5.75], [2.31, -2.35, 0.66], [3.58, -0.81, -0.52], [4.56, -2.01, 1.19], [2.98, -0.37, 1.66], [2.91, 4.39, -1.12], [1.70, -0.57, -2.53], [2.54, 1.64, -1.10], [3.61, 4.33, 1.06], [-0.02, -1.04, -4.12], [-0.95, -1.30, -6.36], [-0.39, -1.17, 2.17], [-1.53, -2.83, 3.49], [-1.45, -1.98, 4.58], [-1.09, 2.40, -0.01], [-0.85, -0.74, 4.49], [-0.79, -1.87, -0.87], [0.92, -0.80, -3.39], [-3.29, 3.06, 0.62], [2.25, 2.38, -2.18], [-0.46, -1.18, -5.32], [-0.31, -0.34, 3.28], [-3.58, 1.78, 1.03], [3.19, 3.67, -0.03], [-1.36, 1.10, 0.39], [-0.71, -4.08, -1.83], [3.01, 2.26, -0.04], [-0.98, -2.42, 2.28], [-2.61, 0.80, 0.91], [-0.10, -3.05, -1.14], [2.45, 3.75, -2.18], [-2.09, -1.71, -1.33], [-2.72, -2.73, -2.02], [-2.03, -3.91, -2.24], [-2.05, 3.39, 0.10], [2.27, -0.12, -1.12], [-0.19, -5.00, -2.04], [-4.56, 1.56, 1.44], [3.80, 5.31, 0.96], [-2.01, -3.79, 3.60], [-3.73, -2.64, -2.37], [3.92, 3.84, 1.87], [1.86, 1.84, -3.03], [-2.83, -0.21, 1.24], [-1.84, 4.41, -0.21], [0.16, 0.63, 3.19], [-1.04, -3.08, 1.43], [3.25, 1.67, 0.83], [-0.81, -0.10, 5.36], [-2.62, -0.78, -1.15], [2.23, 4.35, -3.05], [-0.11, 2.65, -0.41], [0.91, -3.17, -0.79]]}

---

(8)
{"formula": "C12H36K3O16P", "method": "ωB97M-V/def2-TZVPD", "e_above_lowest_kcal_mol": 449.7, "e_homo_ev": -2.9, "total_charge": 0, "lumo_energy_ha": -0.03565, "symbols": ["K", "K", "K", "P", "O", "O", "O", "O", "O", "O", "O", "O", "O", "O", "O", "O", "O", "O", "O", "O", "C", "C", "C", "C", "C", "C", "C", "C", "C", "C", "C", "C", "H", "H", "H", "H", "H", "H", "H", "H", "H", "H", "H", "H", "H", "H", "H", "H", "H", "H", "H", "H", "H", "H", "H", "H", "H", "H", "H", "H", "H", "H", "H", "H", "H", "H", "H", "H"], "xyz": [[-6.41, -23.47, 6.69], [-12.03, -31.51, 7.44], [-11.75, -26.32, -0.60], [-9.46, -27.10, 4.34], [-3.36, -25.25, 1.79], [-4.74, -31.58, 1.71], [-14.98, -30.84, 1.45], [-15.81, -30.29, 4.00], [-10.49, -25.30, 11.99], [-6.98, -30.86, -0.24], [-13.73, -22.04, 3.64], [-9.79, -25.70, 3.82], [-8.22, -18.54, -2.28], [-12.12, -21.34, 5.84], [-8.41, -20.57, -0.25], [-8.13, -27.66, 3.74], [-10.68, -22.22, 12.93], [-9.45, -27.09, 5.91], [-4.38, -24.85, -0.74], [-10.60, -28.04, 3.87], [-6.40, -32.14, -0.04], [-16.80, -30.63, 3.07], [-15.98, -31.60, 2.17], [-13.11, -20.63, 5.31], [-7.91, -19.24, 0.03], [-7.26, -18.64, -1.19], [-2.54, -25.35, 0.60], [-3.07, -24.46, -0.53], [-11.09, -23.40, 13.65], [-4.88, -32.22, 0.49], [-11.57, -24.53, 12.66], [-14.14, -21.60, 4.86], [-7.42, -19.42, 0.99], [-8.69, -19.37, -2.27], [-6.52, -19.30, -1.63], [-14.33, -22.36, 5.62], [-8.63, -18.53, 0.43], [-13.65, -20.03, 6.04], [-5.27, -30.79, 1.80], [-4.11, -25.83, 1.69], [-15.10, -21.08, 4.80], [-14.37, -30.43, 2.08], [-6.61, -17.80, -0.94], [-2.39, -24.60, -1.37], [-2.40, -26.41, 0.39], [-8.65, -21.04, 0.55], [-4.69, -25.23, 0.08], [-6.98, -30.47, 0.63], [-10.54, -23.80, 14.50], [-6.54, -32.86, -0.85], [-11.18, -22.31, 12.12], [-12.06, -23.09, 14.03], [-16.65, -32.11, 1.48], [-4.50, -33.23, 0.38], [-10.75, -25.46, 11.08], [-17.63, -31.17, 3.54], [-13.00, -22.64, 3.81], [-2.97, -23.42, -0.20], [-15.41, -32.42, 2.61], [-17.19, -29.74, 2.57], [-6.99, -32.57, 0.76], [-12.66, -20.07, 4.49], [-15.07, -29.86, 3.55], [-1.60, -24.91, 0.92], [-4.27, -31.61, -0.18], [-11.96, -22.08, 5.26], [-12.44, -24.29, 12.05], [-12.23, -25.20, 13.23]]}

---

(9)
{"formula": "H12O6", "method": "ωB97M-V/def2-TZVPD", "e_above_lowest_kcal_mol": 31.2, "e_homo_ev": -10.3, "smiles": "O.O.O.O.O.O", "total_charge": 0, "lumo_energy_ha": -0.00245, "symbols": ["O", "O", "O", "O", "O", "O", "H", "H", "H", "H", "H", "H", "H", "H", "H", "H", "H", "H"], "xyz": [[-1.27, -14.91, 14.68], [1.10, -15.53, 12.44], [-1.44, -15.17, 11.61], [3.66, -15.69, 12.30], [-0.76, -18.08, 12.05], [3.95, -12.67, 13.08], [-0.83, -18.73, 11.34], [4.83, -12.30, 13.10], [-0.54, -15.40, 11.84], [4.07, -13.52, 12.64], [-1.93, -15.29, 14.11], [2.05, -15.45, 12.32], [4.35, -16.04, 12.88], [-1.85, -16.01, 11.39], [3.92, -15.99, 11.43], [-1.46, -18.32, 12.66], [0.92, -16.45, 12.25], [-0.49, -14.84, 14.12]]}

---

(10)
{"formula": "C5H10N", "method": "ωB97M-V/def2-TZVPD", "e_above_lowest_kcal_mol": 183.4, "e_homo_ev": -13.3, "total_charge": 1, "lumo_energy_ha": -0.30723, "symbols": ["N", "C", "C", "C", "C", "C", "H", "H", "H", "H", "H", "H", "H", "H", "H", "H"], "xyz": [[-0.91, 0.58, 1.68], [0.79, -1.60, -1.50], [-1.47, -0.33, 0.47], [0.64, -1.54, -2.85], [0.22, 1.21, 1.17], [0.88, 2.14, 1.88], [0.68, 2.10, 2.97], [1.55, -2.13, -0.94], [0.01, -0.72, -3.39], [1.15, -2.33, -3.48], [-0.13, -1.21, -0.95], [-1.42, -1.26, 0.94], [-2.52, 0.11, 0.36], [-1.59, 1.21, 2.11], [1.70, 2.74, 1.46], [0.43, 1.04, 0.06]]}

---

(11)
{"formula": "C4H8OS3", "method": "ωB97M-V/def2-TZVPD", "e_above_lowest_kcal_mol": 33.8, "e_homo_ev": -8.9, "smiles": "CSCOCSC=S", "total_charge": 0, "lumo_energy_ha": -0.00901, "symbols": ["S", "S", "S", "O", "C", "C", "C", "C", "H", "H", "H", "H", "H", "H", "H", "H"], "xyz": [[-0.32, 2.77, -0.62], [2.64, 3.06, -0.28], [-0.37, -2.40, -0.89], [-0.85, 0.17, -0.78], [1.25, 2.32, -0.02], [-1.29, -1.07, -0.22], [1.15, -2.07, 0.04], [-1.19, 1.35, 0.00], [-1.09, -1.11, 0.86], [2.02, -2.56, -0.37], [-0.91, 1.16, 1.07], [0.99, -2.37, 1.07], [1.27, 1.41, 0.60], [-2.37, -1.20, -0.36], [-2.27, 1.52, -0.08], [1.33, -0.99, 0.00]]}